{"formula": "C3H13NO3S", "method": "ωB97M-V/def2-TZVPD", "elements": ["C", "C", "S", "N", "C", "O", "H", "H", "H", "H", "H", "H", "H", "H", "H", "H", "H", "O", "H", "H", "O"], "coordinates": [[0.6969, -0.6456, -0.6383], [1.1386, -1.1640, 0.7881], [-0.0516, -1.3894, 1.9590], [1.8636, -0.4794, -1.3612], [-3.0877, 0.0822, -0.2821], [-1.9238, 0.3347, -1.4882], [0.2135, 0.3264, -0.4804], [-0.0082, -1.2839, -1.1749], [1.7546, -2.0410, 0.6376], [1.8588, -0.3197, 1.0241], [-3.2779, -0.5491, -1.1554], [2.4734, 0.1179, -0.7080], [-2.9557, -0.7099, 0.4485], [-2.0123, 0.6980, -0.4417], [-3.9814, 0.6903, -0.1900], [-0.5355, 0.5822, 1.6723], [-0.5957, 2.1212, 2.0321], [-0.6153, 1.4881, 1.2988], [4.1626, 1.2786, 0.2220], [1.6519, -0.1413, -2.2822], [3.2312, 1.0038, 0.1198]], "forces_ev_per_a": [[-1.2, 0.4, -0.8], [0.6, -0.4, 0.1], [0.0, -0.5, 0.0], [0.0, 0.2, 0.9], [-2.9, -3.6, -2.6], [0.2, 1.6, 2.6], [-0.2, -0.1, 0.6], [-0.2, -0.1, 0.3], [0.2, -0.3, 0.1], [0.2, 0.4, 0.1], [-1.7, -0.5, 0.8], [1.4, 0.3, -1.1], [1.0, 0.6, 0.5], [2.5, 1.2, -1.3], [0.7, 0.9, 0.0], [-0.2, 0.7, 0.1], [0.0, -0.3, -0.3], [-0.2, 0.2, 0.1], [-0.6, -0.3, -0.1], [0.4, -0.3, -0.7], [-0.2, -0.1, 0.7]], "e_above_lowest_kcal_mol": 262.77, "energy_ev": -21778.583, "max_force_ev_per_a": 5.243, "orbital_gap_ev": 4.61, "total_charge": 0}

{"formula": "C3H3ClOS2", "method": "ωB97M-V/def2-TZVPD", "elements": ["O", "C", "C", "Cl", "C", "S", "S", "H", "H", "H"], "coordinates": [[-0.2472, -1.6679, 0.2732], [-0.0112, -0.4701, 0.1650], [1.3951, 0.0792, 0.4740], [2.2370, 0.4913, -1.0339], [-1.0534, 0.5444, -0.2466], [-0.9575, 2.1522, 0.0338], [-2.4824, -0.1288, -0.8889], [1.2567, 1.0614, 0.9592], [1.9965, -0.6474, 0.9939], [-2.1337, -1.4145, -0.7298]], "forces_ev_per_a": [[0.1, 1.9, -0.2], [1.4, -1.6, 0.4], [-1.0, 0.9, -0.2], [0.0, -0.1, -0.4], [-0.5, 0.5, 0.3], [0.3, -0.6, -0.1], [-0.5, -0.1, -0.3], [0.3, -0.7, 0.2], [-0.1, -0.1, 0.3], [0.1, -0.1, 0.0]], "e_above_lowest_kcal_mol": 0.00, "energy_ev": -39399.192, "max_force_ev_per_a": 2.102, "smiles": "O=C(CCl)C(=S)S", "orbital_gap_ev": 7.66, "total_charge": 0}

{"formula": "C4H6OS", "method": "ωB97M-V/def2-TZVPD", "elements": ["C", "O", "C", "C", "C", "S", "H", "H", "H", "H", "H", "H"], "coordinates": [[1.1401, 0.6722, -1.0675], [1.4380, -0.0585, 0.0843], [0.2935, -0.6011, 0.6896], [-0.8896, 0.2234, 1.0287], [-0.9741, -0.6948, -0.2038], [-0.5045, 0.1615, -1.7624], [1.1347, 1.7611, -0.9154], [1.8715, 0.3276, -1.8843], [0.5727, -1.3743, 1.4100], [-1.0006, 1.3155, 1.0149], [-1.3700, -0.2391, 1.9578], [-1.7117, -1.4935, -0.3517]], "forces_ev_per_a": [[0.6, -0.7, -2.0], [-0.5, -0.4, 0.1], [-0.2, -0.3, -0.3], [-1.6, -1.0, 1.6], [1.1, 1.5, 0.1], [-0.2, -0.5, 0.9], [0.2, -0.4, 0.1], [-0.7, 1.0, 1.3], [-0.1, 0.2, -0.5], [0.3, -0.5, -0.4], [0.4, 0.9, -1.3], [0.7, 0.2, 0.4]], "e_above_lowest_kcal_mol": 49.05, "energy_ev": -17126.003, "max_force_ev_per_a": 2.448, "smiles": "C1O[C@H]2C[C@H]2S1", "orbital_gap_ev": 9.34, "total_charge": 0}

{"formula": "C5H10O", "method": "ωB97M-V/def2-TZVPD", "elements": ["C", "C", "C", "C", "C", "O", "H", "H", "H", "H", "H", "H", "H", "H", "H", "H"], "coordinates": [[-0.0034, 1.3642, 1.1182], [0.0796, -0.1447, 1.0684], [-1.0355, -1.0129, 0.5630], [0.2630, -0.9477, -0.1996], [0.2170, -0.3600, -1.5974], [1.3432, 0.4077, -1.9732], [0.9994, 1.8107, 1.1319], [-0.5535, 1.7743, 0.2642], [-0.5149, 1.6977, 2.0291], [0.6051, -0.5639, 1.9263], [-1.3003, -1.9120, 1.1107], [-1.8827, -0.5170, 0.0908], [0.9366, -1.7967, -0.0977], [0.1812, -1.1844, -2.3181], [-0.7149, 0.2127, -1.7312], [1.3801, 1.1720, -1.3855]], "forces_ev_per_a": [[0.0, 0.0, -0.1], [0.1, 0.0, 0.1], [-0.2, -0.1, 0.1], [0.1, -0.1, -0.1], [-0.3, -0.2, 0.1], [0.1, 0.2, 0.2], [-0.2, -0.1, 0.0], [0.1, -0.1, 0.1], [0.0, -0.1, -0.2], [0.0, 0.1, -0.2], [0.1, 0.1, -0.1], [0.1, -0.1, 0.1], [-0.1, 0.1, 0.0], [-0.1, 0.1, 0.1], [0.2, 0.0, 0.1], [0.1, -0.1, -0.1]], "e_above_lowest_kcal_mol": 26.29, "energy_ev": -7393.625, "max_force_ev_per_a": 0.406, "smiles": "C[C@H]1C[C@H]1CO", "orbital_gap_ev": 11.21, "total_charge": 0}

{"formula": "C23H39AlBClIN4O10P", "method": "ωB97M-V/def2-TZVPD", "elements": ["C", "C", "O", "N", "C", "C", "C", "C", "C", "C", "P", "C", "O", "C", "I", "N", "C", "O", "C", "B", "O", "N", "C", "C", "C", "C", "C", "N", "C", "C", "H", "H", "H", "H", "H", "H", "H", "H", "H", "H", "H", "H", "H", "H", "H", "H", "H", "H", "H", "H", "H", "H", "H", "H", "H", "H", "H", "H", "H", "H", "H", "O", "C", "O", "C", "C", "C", "H", "H", "H", "H", "H", "H", "H", "H", "Al", "O", "Cl", "O", "O", "O"], "coordinates": [[-3.3324, -0.0516, -7.3775], [-2.2298, 0.2059, -6.2183], [-2.1659, 1.3710, -5.7710], [-1.4440, -0.9379, -5.7596], [-1.1525, -1.8796, -6.9173], [-0.1011, -0.5415, -5.2473], [0.4579, -1.6105, -4.1519], [1.5113, -0.9153, -3.1572], [1.6993, -1.6443, -1.7536], [0.9241, -0.9354, -0.5002], [1.9120, -1.7738, 0.9309], [2.8356, -0.4440, 1.9689], [0.8645, -2.5797, 1.9959], [0.9944, 0.6932, -0.4546], [2.9149, 1.6214, -1.0122], [-0.2122, 1.1696, -1.2346], [-1.1509, 0.0793, -1.4980], [-2.0987, 0.1158, -2.2872], [-0.6818, -1.1104, -0.4758], [-1.2580, -2.6120, -0.8585], [-2.1918, -2.8230, -1.9552], [-0.9013, -3.8497, -0.0690], [-2.2034, -4.5490, 0.2786], [-0.0875, -4.8209, -0.8784], [-1.4813, -0.6918, 0.8316], [-0.9089, -0.0809, 2.1162], [-1.8308, 0.2929, 3.2534], [-3.2255, 0.1549, 3.4130], [-3.7164, -0.4081, 2.2009], [-3.0086, -0.8212, 0.9264], [-3.0001, 0.3554, -8.3859], [-3.7034, -1.1282, -7.4014], [-4.2368, 0.5840, -7.0527], [-0.9905, -1.3130, -7.9042], [-1.9977, -2.6336, -7.0153], [-0.1796, -2.4667, -6.7459], [-0.0534, 0.4919, -4.7750], [0.6306, -0.5369, -6.1312], [0.9362, -2.4790, -4.7374], [-0.4644, -2.0414, -3.6419], [2.5302, -0.9740, -3.6965], [1.2504, 0.1883, -3.1179], [2.8191, -1.5445, -1.4792], [1.4993, -2.7629, -1.8178], [3.0147, -0.9161, 2.9889], [2.2790, 0.5478, 2.0112], [3.8409, -0.2987, 1.4549], [1.2413, -2.4520, 2.8991], [0.8196, 1.2052, 0.5441], [0.0883, 1.6649, -2.0982], [-1.8474, -3.5008, -2.5727], [-2.6622, -5.0632, -0.6399], [-1.9915, -5.3663, 1.0565], [-2.9500, -3.8337, 0.7553], [-0.5909, -5.8533, -0.7851], [0.9501, -4.8789, -0.3774], [-0.0335, -4.5295, -1.9789], [0.2089, 0.1021, 2.2076], [-1.3137, 0.7768, 4.1591], [-4.8564, -0.5683, 2.2077], [-3.6181, -1.2229, 0.0493], [0.6622, 2.2110, 3.9294], [0.4722, 3.1364, 4.6783], [1.4818, 3.5833, 5.4605], [1.4379, 4.7688, 6.2478], [0.7942, 4.5117, 7.5948], [-0.8954, 3.7444, 4.8268], [0.9525, 5.5872, 5.6973], [2.4837, 5.0723, 6.4005], [-0.2435, 4.1919, 7.4896], [0.8167, 5.4130, 8.2150], [1.3208, 3.7133, 8.1207], [-1.4831, 3.1412, 5.5208], [-1.3805, 3.7416, 3.8492], [-0.8862, 4.7808, 5.1591], [2.0518, 7.2686, 6.0821], [3.9324, 3.6264, 2.2559], [5.2151, 2.9952, 2.4837], [6.2061, 3.5891, 1.6193], [5.1099, 1.5757, 2.1888], [5.6017, 3.1716, 3.8627]], "forces_ev_per_a": [[-0.6, 0.2, 1.3], [-1.2, 2.0, -0.3], [0.6, -3.7, -0.7], [1.2, 1.5, -1.8], [-0.1, -0.9, -0.6], [1.4, -0.1, 0.9], [-0.5, 0.0, -0.8], [0.2, -0.8, -1.5], [0.6, 1.3, 0.0], [-1.3, -0.4, -0.3], [-2.4, 1.4, 2.4], [1.0, -1.0, -0.2], [2.3, 1.6, -1.4], [-0.4, 0.9, 0.8], [-1.0, -0.5, 0.1], [0.7, -1.9, -1.6], [-0.7, 0.9, -1.6], [3.4, -0.2, 3.0], [-0.8, 0.0, 0.6], [-1.3, -1.3, -1.5], [2.5, 1.0, 1.4], [-1.2, 0.2, -1.5], [-0.4, -0.5, 1.0], [0.6, -0.7, 0.8], [-2.2, 1.1, 3.4], [-2.4, -0.8, -1.0], [0.5, 0.1, 0.2], [3.5, -1.5, -5.1], [-0.2, -0.4, -0.8], [2.0, 0.9, 1.9], [-0.2, -0.8, 1.3], [0.7, 1.4, -0.3], [1.5, -0.9, -0.5], [-0.4, -0.8, 1.4], [1.1, 1.0, -0.1], [-1.6, 0.9, 0.0], [-0.7, -1.3, -0.7], [-0.9, 0.2, 1.3], [-0.5, 1.2, 1.1], [1.2, 0.7, -0.3], [-1.5, 0.2, 0.9], [0.4, -1.5, 0.4], [-1.6, -0.2, -0.4], [0.0, 1.4, 0.2], [-0.2, 0.8, -1.2], [0.5, -1.2, -0.1], [-1.2, 0.0, 0.8], [-0.5, -0.3, -0.3], [0.5, -1.4, -0.9], [-0.8, -0.1, 0.8], [-0.7, 0.2, 0.6], [0.6, 0.9, 1.2], [-0.2, 1.2, -1.1], [1.0, -0.8, -0.8], [1.0, 1.6, -0.3], [-1.4, -0.1, -1.2], [0.2, -0.5, 1.3], [-1.9, -0.1, 0.2], [-0.8, -0.9, -1.6], [2.0, 0.3, -0.1], [0.9, 0.7, 1.4], [0.4, 0.5, 0.6], [-0.7, -0.5, -0.5], [0.8, 0.5, 0.0], [-0.4, -1.6, 0.2], [-0.2, 0.1, 0.1], [0.0, 0.5, -0.3], [-0.6, -0.3, -0.3], [0.3, -0.4, -0.1], [0.1, 0.2, -0.1], [0.0, -0.1, 0.1], [0.1, 0.2, -0.1], [0.0, 0.1, 0.0], [0.0, -0.2, 0.1], [-0.1, -0.1, 0.2], [0.5, 1.0, 0.0], [0.0, -0.3, -0.1], [0.3, 1.4, 0.7], [-0.4, -0.6, 0.1], [-0.2, -0.4, -0.3], [-0.2, -0.3, -0.5]], "energy_ev": -88070.282, "max_force_ev_per_a": 6.361, "orbital_gap_ev": 2.06, "total_charge": 2}

{"formula": "C37H38BrN4O4S3W", "method": "ωB97M-V/def2-TZVPD", "elements": ["W", "C", "C", "S", "C", "C", "S", "C", "C", "S", "H", "H", "H", "H", "H", "H", "H", "H", "H", "H", "H", "H", "C", "O", "C", "C", "C", "C", "C", "C", "C", "N", "C", "C", "N", "C", "C", "C", "C", "N", "C", "C", "N", "C", "C", "C", "C", "H", "H", "H", "H", "H", "H", "H", "H", "H", "H", "H", "H", "H", "H", "C", "C", "C", "O", "C", "H", "H", "H", "H", "H", "H", "H", "H", "Br", "C", "C", "C", "C", "C", "C", "C", "O", "O", "H", "H", "H", "H"], "coordinates": [[-0.1548, -1.1361, -1.9505], [-2.1265, 0.1942, -4.8041], [-2.7949, -0.8615, -5.6641], [-1.9839, -2.4634, -5.8010], [-2.8338, -3.5194, -4.6030], [-2.0218, -3.9624, -3.3957], [-1.8509, -2.9336, -1.8867], [-3.3950, -2.0380, -1.5978], [-3.6686, -0.9011, -2.5688], [-2.1780, 0.0590, -2.9740], [-1.0603, 0.2550, -5.0282], [-2.5738, 1.1707, -4.9946], [-3.8587, -0.9752, -5.4540], [-2.7607, -0.4556, -6.6792], [-3.8129, -3.1260, -4.3366], [-3.0414, -4.4476, -5.1416], [-2.4489, -4.8759, -2.9756], [-0.9886, -4.1728, -3.6782], [-4.2020, -2.7730, -1.6048], [-3.2980, -1.6776, -0.5725], [-4.0826, -1.2633, -3.5032], [-4.3889, -0.2124, -2.1294], [-0.7680, 5.8653, 10.0304], [-0.7205, 4.4527, 9.8156], [-0.6784, 3.9937, 8.5660], [-0.6336, 2.5976, 8.4374], [-0.5872, 2.0214, 7.1951], [-0.5831, 2.8182, 6.0402], [-0.6315, 4.2076, 6.1782], [-0.6790, 4.8023, 7.4235], [-0.5280, 2.1748, 4.7476], [-0.5474, 0.8641, 4.5332], [-0.4700, 0.7189, 3.1960], [-0.4078, 1.9451, 2.5445], [-0.4384, 2.8668, 3.5601], [-0.3031, 2.0597, 1.1391], [-0.1856, 3.2520, 0.3969], [-0.0574, 3.1983, -0.9680], [-0.0568, 1.9621, -1.6122], [-0.1767, 0.8134, -0.9457], [-0.2966, 0.8481, 0.4111], [-0.3782, -0.4132, 1.0605], [-0.3507, -1.5133, 0.2512], [-0.3382, -2.7108, 0.8381], [-0.3950, -2.8807, 2.2223], [-0.4633, -1.7789, 3.0395], [-0.4444, -0.5022, 2.4563], [-0.7951, 5.9944, 11.1068], [-1.6687, 6.2916, 9.5867], [0.1233, 6.3465, 9.6256], [-0.6363, 1.9987, 9.3371], [-0.5512, 0.9455, 7.0964], [-0.6452, 4.8598, 5.3126], [-0.7197, 5.8777, 7.5032], [-0.3804, 3.8680, 3.4851], [-0.1851, 4.2113, 0.8983], [0.0454, 4.0975, -1.5581], [0.0571, 1.9070, -2.6876], [-0.2920, -3.5735, 0.1922], [-0.3911, -3.8823, 2.6283], [-0.5175, -1.8664, 4.1174], [3.7836, -2.8472, -1.1233], [3.0819, -4.1789, -1.3950], [1.7317, -3.7705, -1.9649], [1.5255, -2.3726, -1.4885], [2.6525, -1.9887, -0.6126], [4.1967, -2.4231, -2.0398], [4.5833, -2.9393, -0.3916], [2.9574, -4.7399, -0.4689], [3.6277, -4.8027, -2.0991], [0.9027, -4.3664, -1.5825], [1.7081, -3.7471, -3.0506], [2.3723, -2.2268, 0.4150], [2.7993, -0.9163, -0.7241], [5.2367, 3.1157, -3.9580], [4.0928, 1.6459, -4.1103], [3.1676, 1.3949, -3.0960], [2.3207, 0.3141, -3.2393], [2.3765, -0.5285, -4.3368], [3.3265, -0.2807, -5.3243], [4.1746, 0.8096, -5.2192], [1.4862, -1.7047, -4.4658], [1.7079, -2.6928, -5.0841], [0.3046, -1.5991, -3.7280], [3.1339, 2.0313, -2.2222], [1.6621, 0.1263, -2.3787], [3.3862, -0.9460, -6.1759], [4.9017, 1.0110, -5.9933]], "forces_ev_per_a": [[-0.4, -0.2, 0.0], [0.1, 0.1, 0.0], [-0.1, 0.0, -0.1], [0.0, 0.0, 0.0], [0.0, 0.0, 0.0], [0.0, 0.0, 0.1], [0.1, -0.1, 0.0], [0.0, 0.0, 0.0], [0.0, 0.0, -0.1], [0.0, 0.0, 0.2], [0.0, 0.0, 0.0], [0.0, 0.0, 0.0], [0.0, 0.0, 0.0], [0.0, 0.0, 0.0], [0.0, 0.0, 0.0], [0.0, 0.0, 0.0], [0.0, 0.0, 0.0], [0.0, 0.0, 0.0], [0.0, 0.0, 0.0], [0.0, 0.0, 0.0], [0.0, 0.0, 0.0], [0.0, 0.0, 0.0], [0.0, 0.0, 0.0], [0.0, 0.0, -0.1], [0.0, 0.0, 0.1], [0.0, 0.0, -0.1], [0.0, 0.0, 0.0], [0.0, 0.0, -0.1], [0.0, -0.1, 0.0], [0.0, 0.0, 0.0], [0.0, 0.1, 0.1], [0.0, 0.0, 0.0], [-0.1, -0.1, 0.0], [0.1, 0.1, 0.0], [0.0, -0.1, -0.1], [0.0, 0.0, 0.0], [0.0, 0.0, 0.0], [0.0, -0.1, -0.1], [0.0, 0.1, 0.0], [0.2, -0.1, -0.1], [0.0, 0.0, 0.0], [0.0, 0.0, 0.0], [-0.1, 0.0, 0.0], [0.0, 0.1, 0.1], [0.0, -0.1, -0.1], [0.0, 0.0, 0.0], [0.0, 0.0, 0.0], [0.0, 0.0, 0.0], [0.0, 0.0, 0.0], [0.0, 0.0, 0.0], [0.0, 0.0, 0.0], [0.0, 0.0, 0.0], [0.0, 0.0, 0.0], [0.0, 0.0, 0.0], [0.0, 0.0, 0.0], [0.0, 0.0, 0.0], [0.0, 0.0, 0.0], [0.0, 0.0, 0.0], [0.0, 0.0, 0.0], [0.0, 0.0, 0.0], [0.0, 0.0, 0.0], [0.0, 0.0, 0.0], [0.0, 0.0, 0.0], [0.0, -0.1, 0.0], [0.1, 0.1, 0.0], [0.0, 0.0, 0.0], [0.0, 0.0, 0.0], [0.0, 0.0, 0.0], [0.0, 0.0, 0.0], [0.0, 0.0, 0.0], [0.0, 0.0, 0.0], [0.0, 0.0, 0.0], [0.0, 0.0, 0.0], [0.0, 0.0, 0.0], [0.0, 0.0, 0.0], [0.0, 0.0, 0.0], [0.1, 0.0, -0.1], [0.0, 0.1, 0.2], [-0.1, 0.0, -0.1], [0.0, 0.0, -0.1], [0.0, 0.0, 0.0], [0.1, -0.1, 0.4], [-0.1, 0.0, -0.2], [0.2, 0.3, 0.1], [0.0, 0.0, 0.0], [0.0, 0.0, -0.1], [0.0, 0.0, 0.0], [0.0, 0.0, 0.0]], "e_above_lowest_kcal_mol": 3.64, "energy_ev": -157487.679, "max_force_ev_per_a": 0.401, "multiplicity": 3, "orbital_gap_ev": [4.06, 3.77], "total_charge": 3}